1.
# C12H21BBrF9O11P2Si

4 unconnected molecules or ions with the total composition C12H21BBrF9O11P2Si (wB97M-V/def2-TZVPD, OMol25).

Total charge ... 0
Electronic energy ... -156946.270 eV
Gap between HOMO and LUMO ... 0.3434 Ha
Highest occupied orbital energy ... -9.31 eV

XYZ file:
```
58
C12H21BBrF9O11P2Si | OMol25 | wB97M-V/def2-TZVPD
O 1.425 -1.298 3.733
P 2.423 -0.989 2.692
O 3.718 -0.223 3.220
O 3.190 -2.233 2.054
P 1.612 0.125 0.998
Si -0.462 0.408 1.791
Br -0.498 1.843 3.504
B -1.435 -1.347 2.234
O -2.642 -1.560 1.606
O -1.006 -2.276 3.099
H 3.468 0.457 3.859
H 2.639 -2.739 1.445
H 2.247 1.357 1.243
H -1.239 1.065 0.723
H -2.677 -1.324 0.676
H -0.218 -2.016 3.610
C -1.769 7.742 6.996
C -1.206 7.453 5.623
O 0.056 6.746 5.703
C -0.021 5.454 5.973
O -1.008 4.801 6.142
C 1.403 4.849 6.013
F 2.217 5.580 6.782
F 1.919 4.814 4.777
F 1.373 3.612 6.490
H -1.051 8.305 7.592
H -2.679 8.334 6.896
H -2.014 6.820 7.521
H -0.961 8.370 5.093
H -1.896 6.870 5.014
C 0.171 -1.355 -5.443
C 1.159 -0.213 -5.399
O 0.667 0.883 -4.586
C 0.752 0.716 -3.280
O 1.207 -0.217 -2.686
C 0.178 1.961 -2.560
F -1.025 2.284 -3.041
F 0.993 3.009 -2.725
F 0.057 1.727 -1.254
H -0.796 -1.010 -5.809
H 0.538 -2.134 -6.111
H 0.035 -1.791 -4.455
H 1.302 0.229 -6.382
H 2.128 -0.527 -5.014
C -0.582 -5.726 -2.554
C -0.548 -6.845 -3.570
O -1.289 -6.498 -4.768
C -0.685 -5.680 -5.608
O 0.409 -5.206 -5.512
C -1.602 -5.409 -6.825
F -2.834 -5.069 -6.438
F -1.690 -6.507 -7.585
F -1.108 -4.423 -7.565
H -1.611 -5.466 -2.306
H -0.078 -6.051 -1.644
H -0.076 -4.839 -2.930
H -1.051 -7.734 -3.199
H 0.470 -7.109 -3.853
```

---

2.
# C12H21BClLaNO5S

A molecular structure, C12H21BClLaNO5S in a non-equilibrium geometry (wB97M-V/def2-TZVPD, OMol25).

Total charge ... +3
Electronic energy ... -49361.415 eV
Gap between HOMO and LUMO ... 0.0629 Ha
Highest occupied orbital energy ... -16.53 eV

XYZ file:
```
43
C12H21BClLaNO5S | OMol25 | wB97M-V/def2-TZVPD
C 3.090 -1.957 -1.254
C 3.303 -0.682 -0.949
C 3.724 0.633 -0.143
C 2.627 1.165 0.911
C 1.558 0.068 1.409
C 0.147 0.090 0.559
C 0.106 0.865 -0.841
C -0.898 0.262 -1.944
C -0.306 -1.002 -2.778
C -1.291 -2.275 -2.429
N -2.456 -2.295 -3.392
O -0.034 -1.369 0.335
S -0.670 -2.134 1.700
O 0.446 -3.044 2.138
O -1.855 -3.025 1.442
O -0.972 -0.729 2.636
C -1.039 0.367 1.655
Cl -2.821 0.134 1.060
B -1.147 1.836 2.356
C -0.630 3.247 1.753
O -1.842 1.879 3.679
H 2.596 -2.913 -1.680
H 4.784 0.519 0.322
H 3.852 1.466 -0.946
H 2.174 2.125 0.480
H 3.219 1.493 1.858
H 1.379 0.295 2.538
H 1.965 -1.020 1.402
H 1.141 0.951 -1.364
H -0.221 1.966 -0.664
H -1.055 1.106 -2.732
H -1.944 -0.008 -1.568
H 0.793 -1.217 -2.529
H -0.453 -0.781 -3.895
H -1.768 -2.164 -1.372
H -0.720 -3.275 -2.401
H -2.538 -3.280 -3.715
H -3.340 -2.110 -2.870
H 0.404 3.141 1.244
H -0.650 4.071 2.562
H -1.367 3.539 0.897
H -2.821 1.836 3.443
La -4.472 2.226 3.084
```

---

3.
# C12H21BrCuN3

A molecular structure, C12H21BrCuN3 in a non-equilibrium geometry (wB97M-V/def2-TZVPD, OMol25).

Total charge ... 0
Electronic energy ... -131936.117 eV
Gap between HOMO and LUMO ... 0.3035 Ha
Highest occupied orbital energy ... -7.60 eV

XYZ file:
```
38
C12H21BrCuN3 | OMol25 | wB97M-V/def2-TZVPD
Cu 0.388 1.578 -0.236
Br 0.372 -0.491 -2.213
C -1.828 -3.484 3.277
C -0.791 -3.669 2.111
C -1.063 -2.774 0.872
C -1.076 -1.398 1.161
N -1.161 -0.266 1.390
H -2.219 -2.483 3.459
H -1.409 -3.822 4.225
H -2.746 -3.967 2.944
H -0.604 -4.709 1.843
H 0.223 -3.413 2.419
H -1.967 -3.116 0.368
H -0.228 -2.990 0.205
C -4.897 0.311 -2.144
C -5.064 1.740 -1.762
C -4.538 2.089 -0.357
C -3.051 2.279 -0.204
N -1.898 2.418 -0.076
H -3.844 0.046 -2.238
H -5.445 -0.018 -3.027
H -5.396 -0.321 -1.409
H -6.131 1.888 -1.927
H -4.486 2.292 -2.504
H -4.808 1.263 0.302
H -4.976 3.062 -0.138
C 6.793 2.487 -0.120
C 6.164 1.501 -1.208
C 5.134 0.485 -0.629
C 3.830 1.011 -0.220
N 2.798 1.398 0.137
H 7.541 3.204 -0.458
H 7.300 1.952 0.683
H 5.971 3.101 0.248
H 7.019 1.001 -1.665
H 5.623 2.143 -1.904
H 5.586 -0.077 0.189
H 4.884 -0.251 -1.393
```

---

4.
# C12H21Cl3N5O

2 unconnected molecules or ions with the total composition C12H21Cl3N5O in a non-equilibrium geometry (wB97M-V/def2-TZVPD, OMol25).

Total charge ... +1
Electronic energy ... -59833.188 eV
Gap between HOMO and LUMO ... 0.2470 Ha
Highest occupied orbital energy ... -11.57 eV

XYZ file:
```
42
C12H21Cl3N5O | OMol25 | wB97M-V/def2-TZVPD
C -0.861 0.413 2.216
C -0.072 -0.584 1.387
N -0.730 -1.419 0.268
C -0.167 -1.270 -0.985
N -0.603 -1.963 -2.257
C 0.630 -2.271 -3.133
C 1.698 -1.113 -2.632
N 0.995 -0.419 -1.457
C 0.669 0.909 -2.121
Cl -0.557 1.096 -3.547
C 1.344 2.204 -1.711
C 2.465 2.314 -0.518
Cl 0.945 3.821 -2.605
C -1.927 -2.278 0.609
Cl -3.435 -1.724 -0.376
C -1.667 -3.895 0.545
C -2.590 -4.687 -0.580
H -1.220 0.097 3.289
H -1.140 1.491 1.792
H 1.083 -0.634 1.629
H -0.806 -2.933 -1.928
H 0.217 -2.213 -4.234
H 0.951 -3.353 -2.749
H 1.836 -0.482 -3.624
H 2.631 -1.774 -2.321
H 3.115 3.285 -0.751
H 3.208 1.405 -0.476
H 1.878 2.498 0.492
H -2.204 -2.027 1.742
H -0.523 -4.089 0.362
H -1.986 -4.363 1.595
H -2.559 -4.200 -1.645
H -2.197 -5.804 -0.698
H -3.736 -4.754 -0.279
C 0.880 4.466 2.803
O 1.390 3.584 2.130
N 0.983 4.510 4.143
N 0.171 5.473 2.263
H 0.570 5.228 4.714
H 1.509 3.770 4.590
H 0.069 5.478 1.257
H -0.257 6.209 2.800
```